Entry 1:
Formula: C22H57N7O7P
Source: OMol25
Level of theory: ωB97M-V/def2-TZVPD

Geometry as XYZ:
```
94
C22H57N7O7P (ωB97M-V/def2-TZVPD)
N 9.386 -4.193 -0.585
P 8.709 -2.872 -1.384
O 8.998 -1.718 -0.245
C 6.888 -3.178 -1.038
C 6.034 -1.992 -1.451
N 4.594 -2.321 -1.296
C 4.278 -3.596 -1.028
N 3.310 -3.858 -0.143
N 4.944 -4.570 -1.674
C 6.413 -4.370 -1.853
H 9.922 -4.777 -1.211
H 8.792 -4.774 -0.008
H 8.455 -0.930 -0.314
H 6.776 -3.376 0.034
H 6.236 -1.085 -0.891
H 6.222 -1.767 -2.501
H 4.069 -1.708 -0.667
H 3.007 -3.117 0.473
H 2.736 -4.681 -0.201
H 4.700 -5.483 -1.319
H 6.608 -4.181 -2.908
H 6.917 -5.296 -1.601
C -1.987 0.468 1.751
O -1.341 1.202 0.725
C -0.724 2.410 1.157
C 0.777 2.313 1.013
N 1.328 1.346 1.960
C 2.732 1.051 1.740
C 3.124 0.438 0.400
O 2.608 -0.884 0.187
C 1.302 -0.932 -0.392
H -2.514 -0.360 1.283
H -1.276 0.063 2.481
H -2.712 1.085 2.287
H -1.004 2.634 2.190
H -1.087 3.223 0.523
H 1.224 3.293 1.201
H 0.999 2.040 -0.025
H 0.788 0.493 1.895
H 3.063 0.379 2.536
H 3.307 1.977 1.849
H 4.217 0.346 0.391
H 2.844 1.070 -0.447
H 1.147 -0.086 -1.063
H 0.520 -0.933 0.368
H 1.230 -1.858 -0.965
C -2.831 3.330 -5.384
O -2.011 2.220 -5.689
C -1.030 2.463 -6.689
C 0.360 2.392 -6.099
N 0.603 3.512 -5.202
C 1.840 3.432 -4.442
C 1.984 2.297 -3.434
O 1.103 2.386 -2.324
C -0.188 1.827 -2.536
H -3.602 2.980 -4.700
H -2.273 4.142 -4.904
H -3.313 3.729 -6.282
H -1.197 3.435 -7.163
H -1.131 1.689 -7.454
H 1.095 2.423 -6.909
H 0.454 1.415 -5.602
H -0.177 3.594 -4.563
H 1.958 4.372 -3.898
H 2.675 3.367 -5.147
H 2.995 2.360 -3.018
H 1.891 1.311 -3.905
H -0.147 0.989 -3.239
H -0.899 2.565 -2.916
H -0.565 1.470 -1.577
C -6.835 -0.808 7.511
O -7.520 -1.281 6.371
C -8.337 -0.312 5.726
C -7.795 0.019 4.354
N -6.538 0.745 4.452
C -5.848 0.947 3.187
C -5.345 -0.284 2.441
O -4.303 -0.980 3.106
C -4.728 -1.945 4.053
H -6.347 -1.665 7.970
H -6.075 -0.058 7.262
H -7.525 -0.367 8.238
H -8.412 0.593 6.337
H -9.339 -0.735 5.620
H -8.523 0.642 3.824
H -7.703 -0.927 3.800
H -5.926 0.251 5.089
H -4.987 1.593 3.382
H -6.513 1.501 2.516
H -4.924 0.059 1.492
H -6.157 -0.978 2.194
H -5.683 -2.394 3.767
H -4.827 -1.527 5.058
H -3.968 -2.726 4.087
```

Values from the calculation:
charge = +1
LUMO = -2.43 eV
2S+1 = 1
Kohn-Sham gap = 7.6224 eV
HOMO = -10.052 eV



Entry 2:
Formula: C22H58AgBN2O8PdS6
Source: OMol25
Level of theory: ωB97M-V/def2-TZVPD

Geometry as XYZ:
```
99
C22H58AgBN2O8PdS6 (ωB97M-V/def2-TZVPD)
Ag 19.693 5.894 -21.822
Pd 18.833 3.687 -18.972
O 20.717 4.649 -19.835
C 21.644 4.317 -18.789
C 21.095 3.923 -17.319
O 19.918 3.225 -17.053
H 22.226 5.217 -18.591
H 22.301 3.489 -19.053
H 21.104 4.846 -16.740
H 21.966 3.453 -16.862
B 17.686 4.391 -21.184
H 17.798 5.445 -20.978
H 16.922 3.978 -20.543
H 17.456 4.332 -22.236
H 18.630 3.905 -20.992
C 13.408 5.558 -17.631
C 13.013 4.288 -18.344
C 13.741 4.275 -19.713
C 13.563 2.940 -20.361
N 13.468 1.862 -20.889
H 13.329 6.361 -18.364
H 14.460 5.603 -17.346
H 12.754 5.837 -16.805
H 11.944 4.088 -18.285
H 13.478 3.419 -17.878
H 14.826 4.353 -19.633
H 13.337 5.100 -20.300
C 22.056 2.617 -26.230
C 21.148 2.129 -25.081
C 20.231 3.131 -24.308
C 20.908 4.368 -24.072
N 21.438 5.432 -23.882
H 22.580 1.790 -26.711
H 22.896 3.161 -25.798
H 21.558 3.240 -26.973
H 21.726 1.554 -24.358
H 20.575 1.274 -25.441
H 19.810 2.640 -23.431
H 19.397 3.477 -24.918
C 16.941 1.607 -23.745
S 16.956 1.633 -25.572
O 18.079 0.662 -25.911
C 15.313 0.816 -25.969
H 15.918 1.834 -23.445
H 17.534 2.373 -23.246
H 17.143 0.607 -23.360
H 15.047 1.301 -26.908
H 14.502 1.096 -25.297
H 15.327 -0.270 -26.060
C 19.423 -0.792 -19.818
S 19.483 0.718 -20.867
O 19.099 1.763 -19.876
C 21.232 0.965 -21.078
H 19.581 -1.770 -20.273
H 18.537 -0.847 -19.186
H 20.242 -0.615 -19.121
H 21.451 2.031 -21.141
H 21.534 0.604 -22.062
H 21.978 0.478 -20.450
C 17.580 7.879 -19.330
S 17.751 6.823 -17.783
O 17.845 5.400 -18.292
C 19.460 7.265 -17.236
H 18.147 7.431 -20.146
H 17.919 8.905 -19.187
H 16.524 8.001 -19.572
H 19.662 6.829 -16.258
H 19.424 8.345 -17.093
H 20.276 7.133 -17.946
C 16.663 2.138 -15.912
S 16.023 1.874 -17.627
O 16.950 2.739 -18.478
C 16.700 0.221 -17.743
H 16.357 3.082 -15.460
H 17.679 1.782 -15.738
H 16.069 1.417 -15.351
H 17.780 0.265 -17.599
H 16.668 -0.040 -18.801
H 16.353 -0.503 -17.006
C 18.843 -1.783 -14.534
S 20.087 -2.090 -15.814
O 19.273 -2.362 -17.081
C 20.693 -0.330 -16.023
H 18.498 -2.687 -14.032
H 17.965 -1.216 -14.845
H 19.170 -1.075 -13.772
H 20.920 0.222 -15.112
H 19.933 0.183 -16.613
H 21.670 -0.319 -16.505
C 21.983 10.184 -21.019
S 21.957 8.341 -21.049
O 20.541 7.876 -20.673
C 23.022 7.927 -19.549
H 21.361 10.429 -21.880
H 22.980 10.621 -21.085
H 21.462 10.553 -20.136
H 23.439 6.926 -19.666
H 22.350 8.006 -18.695
H 23.885 8.583 -19.656
```

Values from the calculation:
LUMO (spin up / spin down) = 0.35 / 0.35 eV
2S+1 = 3
Kohn-Sham gap (spin up / spin down) = 7.0163 / 6.8996 eV
⟨S²⟩ = 2.0061
HOMO (spin up / spin down) = -6.663 / -6.549 eV



Entry 3:
Formula: C22H58BO28
Source: OMol25
Level of theory: ωB97M-V/def2-TZVPD

Geometry as XYZ:
```
109
C22H58BO28 (ωB97M-V/def2-TZVPD)
O -17.563 -21.630 -20.661
C -16.373 -21.630 -20.828
O -15.763 -22.286 -21.701
B -14.313 -22.227 -21.495
O -14.266 -21.445 -20.201
C -15.398 -20.949 -20.051
O -15.551 -19.805 -19.722
O -13.697 -21.614 -22.715
C -12.807 -22.406 -23.125
O -12.176 -22.222 -24.169
C -12.696 -23.526 -22.218
O -13.637 -23.504 -21.415
O -11.921 -24.457 -22.397
O -12.574 -20.170 -18.253
H -12.067 -20.773 -18.740
H -13.111 -20.601 -17.645
O -16.628 -17.609 -20.114
H -16.136 -17.126 -20.759
H -16.216 -18.438 -20.187
C -18.974 -19.028 -21.971
C -19.642 -19.301 -20.645
O -19.946 -20.688 -20.533
O -18.525 -17.728 -22.216
H -19.662 -19.250 -22.776
H -18.185 -19.666 -22.105
H -20.552 -18.705 -20.533
H -18.963 -19.066 -19.829
H -19.142 -21.252 -20.474
H -18.067 -17.575 -21.351
C -18.537 -20.329 -17.350
C -20.000 -20.387 -17.289
O -20.351 -19.719 -16.060
O -18.035 -21.407 -16.540
H -18.035 -19.424 -17.015
H -18.136 -20.422 -18.357
H -20.318 -21.391 -17.284
H -20.565 -19.910 -18.092
H -19.551 -19.797 -15.573
H -17.576 -22.067 -17.030
C -15.550 -17.677 -16.774
C -14.127 -17.322 -17.168
O -13.731 -15.993 -16.699
O -15.609 -19.076 -16.917
H -16.339 -17.132 -17.419
H -15.684 -17.508 -15.733
H -14.087 -17.365 -18.272
H -13.286 -18.037 -16.837
H -13.632 -15.506 -17.528
H -15.655 -19.241 -17.854
C -16.862 -24.728 -17.127
C -16.483 -23.801 -18.278
O -15.754 -22.627 -17.736
O -15.634 -24.852 -16.378
H -17.186 -25.715 -17.412
H -17.628 -24.309 -16.635
H -17.437 -23.453 -18.604
H -16.015 -24.361 -19.041
H -14.897 -22.910 -17.377
H -15.582 -24.153 -15.716
C -12.532 -17.612 -25.939
C -11.940 -18.902 -25.523
O -10.619 -18.859 -25.027
O -13.873 -17.661 -26.212
H -11.887 -17.136 -26.682
H -12.582 -16.901 -25.171
H -11.892 -19.630 -26.351
H -12.494 -19.503 -24.749
H -10.010 -19.196 -25.660
H -14.375 -17.712 -25.394
C -15.004 -17.004 -22.769
C -14.691 -18.422 -23.124
O -15.448 -18.891 -24.235
O -14.364 -16.721 -21.561
H -16.077 -16.900 -22.702
H -14.519 -16.388 -23.526
H -15.143 -19.071 -22.436
H -13.643 -18.579 -23.291
H -15.254 -19.792 -24.330
H -13.441 -16.683 -21.892
C -12.974 -25.304 -18.524
C -12.518 -24.320 -17.407
O -12.812 -23.064 -17.831
O -12.548 -26.544 -17.950
H -12.412 -25.332 -19.466
H -14.031 -25.254 -18.894
H -11.505 -24.412 -17.198
H -12.942 -24.541 -16.415
H -12.487 -23.029 -18.712
H -13.082 -26.718 -17.091
C -9.514 -23.157 -25.033
C -9.127 -23.286 -23.616
O -9.292 -24.580 -23.130
O -9.840 -21.795 -25.359
H -10.414 -23.852 -25.050
H -8.725 -23.632 -25.649
H -9.662 -22.634 -22.980
H -8.027 -23.114 -23.609
H -10.200 -24.690 -22.881
H -10.768 -21.782 -25.097
C -10.841 -19.273 -22.061
C -11.386 -18.417 -21.042
O -11.515 -17.098 -21.479
O -10.302 -20.463 -21.647
H -10.111 -18.695 -22.537
H -11.665 -19.612 -22.721
H -10.769 -18.332 -20.204
H -12.316 -18.952 -20.699
H -10.848 -16.535 -21.024
H -9.489 -20.651 -22.230
```

Values from the calculation:
charge = -1
LUMO = 1.54 eV
2S+1 = 1
Kohn-Sham gap = 8.9069 eV
relative energy (zero: lowest compared OMol25 entry of this formula, charge and spin) = 63.7 kcal/mol
HOMO = -7.365 eV



Entry 4:
Formula: C22H58Cl12O24P6
Source: OMol25
Level of theory: ωB97M-V/def2-TZVPD

Geometry as XYZ:
```
122
C22H58Cl12O24P6 (ωB97M-V/def2-TZVPD)
C 5.757 -1.861 4.042
O 4.477 -1.204 4.113
P 4.359 0.314 4.558
O 3.026 0.848 4.635
O 5.190 0.427 5.835
C 5.027 1.626 6.584
O 5.232 1.034 3.443
C 4.625 1.251 2.134
H 6.257 -1.506 3.140
H 5.595 -2.983 3.913
H 6.299 -1.679 4.944
H 5.891 1.862 7.200
H 4.117 1.524 7.170
H 4.977 2.490 5.922
H 5.428 1.092 1.416
H 4.330 2.306 2.035
H 3.745 0.593 2.025
C -2.417 0.985 2.787
O -3.417 0.173 3.481
P -4.922 0.212 2.962
O -5.085 -0.100 1.563
O -5.449 1.596 3.461
C -5.284 2.073 4.771
O -5.614 -0.827 3.851
C -5.865 -2.219 3.519
H -1.430 0.562 2.907
H -2.378 1.974 3.160
H -2.604 0.949 1.714
H -6.087 1.571 5.338
H -5.533 3.097 4.709
H -4.279 1.869 5.147
H -6.393 -2.670 4.353
H -4.861 -2.593 3.492
H -6.461 -2.366 2.611
C -0.345 -5.126 -6.611
O 1.007 -4.937 -6.082
P 1.587 -3.515 -5.885
O 2.957 -3.494 -5.367
O 0.510 -2.893 -4.902
C 0.852 -1.682 -4.200
O 1.296 -2.830 -7.237
C 2.084 -3.079 -8.389
H -1.007 -5.383 -5.788
H -0.334 -5.895 -7.415
H -0.646 -4.125 -6.938
H -0.031 -1.238 -3.754
H 1.502 -1.024 -4.736
H 1.388 -2.054 -3.301
H 1.564 -3.464 -9.267
H 2.920 -3.747 -8.138
H 2.429 -2.076 -8.727
C -1.239 -0.292 -8.111
O -1.443 -0.627 -6.718
P -1.893 0.301 -5.626
O -2.094 -0.334 -4.333
O -0.824 1.490 -5.670
C 0.015 1.835 -4.540
O -3.203 0.896 -6.307
C -4.066 1.711 -5.528
H -0.593 0.625 -8.045
H -2.164 -0.009 -8.608
H -0.635 -1.045 -8.621
H 0.254 2.910 -4.587
H 0.962 1.288 -4.610
H -0.443 1.670 -3.585
H -3.530 2.642 -5.368
H -4.265 1.232 -4.562
H -4.990 1.881 -6.108
C 1.140 1.106 2.008
O 1.514 1.161 0.631
P 0.690 0.358 -0.435
O 0.989 0.723 -1.807
O 1.053 -1.204 -0.142
C 2.326 -1.635 -0.519
O -0.838 0.487 -0.028
C -1.840 0.181 -1.078
H 1.728 1.826 2.538
H 1.217 0.099 2.421
H 0.099 1.431 2.020
H 3.038 -1.547 0.340
H 2.665 -0.983 -1.337
H 2.295 -2.598 -0.986
H -1.394 -0.583 -1.723
H -2.218 1.091 -1.569
H -2.633 -0.296 -0.499
C -1.327 4.898 4.361
O -0.679 3.611 4.363
P -0.914 2.649 5.540
O -2.237 2.576 6.075
O -0.285 1.330 4.928
C -0.768 0.003 5.339
O 0.082 3.171 6.683
C 1.479 3.466 6.302
H -0.669 5.736 4.487
H -2.081 4.960 5.151
H -1.707 4.996 3.373
H -1.723 0.032 5.849
H 0.003 -0.331 6.007
H -0.832 -0.694 4.514
H 1.538 4.459 5.850
H 1.844 2.748 5.572
H 2.014 3.401 7.226
Cl 3.872 2.138 -2.168
C 5.088 0.932 -2.719
Cl 6.370 1.655 -3.760
Cl 4.317 -0.246 -3.765
H 5.412 0.483 -1.813
Cl 1.262 -2.751 2.979
C -0.188 -3.312 2.095
Cl -1.441 -2.137 2.089
Cl -0.852 -4.920 2.577
H 0.170 -3.422 1.076
Cl -1.669 -6.041 -2.707
C -0.332 -4.911 -2.612
Cl 1.280 -5.510 -2.299
Cl -0.739 -3.702 -1.464
H -0.252 -4.451 -3.573
Cl -4.539 2.682 -1.262
C -3.933 4.004 -0.216
Cl -2.325 3.689 0.552
Cl -5.124 4.267 1.073
H -3.779 4.895 -0.808
```

Values from the calculation:
LUMO = 0.40 eV
2S+1 = 1
SMILES = COP(=O)(OC)OC.COP(=O)(OC)OC.COP(=O)(OC)OC.COP(=O)(OC)OC.COP(=O)(OC)OC.COP(=O)(OC)OC.ClC(Cl)Cl.ClC(Cl)Cl.ClC(Cl)Cl.ClC(Cl)Cl
Kohn-Sham gap = 10.6740 eV
HOMO = -10.272 eV



Per-record energy, eV: -57782.3531 -116267.8398 -81760.0425 -278909.8159